[1]
CH9NO5 | ωB97M-V/def2-TZVPD

- ΔE to the lowest compared entry with this formula, charge and spin (kcal/mol) = 22.0
- LUMO energy (eV) = 0.259
- M (Da) = 115.1

Each line ends with the Löwdin charge.
Atoms and positions in Å:
O 1.0073 3.5731 -0.1696  -0.08
O -3.0580 -2.5260 -0.5841  0.08
O -3.2595 -0.2849 -0.8832  0.09
O 1.8848 1.4820 -1.9031  -0.06
O 2.6660 -1.8789 3.9944  -0.05
N -1.6296 -1.4237 -1.9186  0.18
C -2.7402 -1.3228 -1.1625  -0.67
H 2.8376 -0.9728 4.1714  0.01
H 2.0680 2.3941 -1.6569  0.00
H -1.3041 -0.6523 -2.4448  0.10
H 1.7712 3.7951 0.4122  0.06
H -3.1339 -2.3036 0.3480  0.11
H -1.1815 -2.3089 -2.0968  0.11
H 0.2304 3.4587 0.4158  0.06
H 1.8875 -2.0459 4.5565  0.05
H 1.9541 1.0168 -1.0789  0.01



[2]
C5H16N2O | ωB97M-V/def2-TZVPD

- ΔE to the lowest compared entry with this formula, charge and spin (kcal/mol) = 65.3
- LUMO energy (eV) = 0.944
- M (Da) = 120.2

Each line ends with the Löwdin charge.
Atoms and positions in Å:
O 2.8935 0.9606 -3.6855  -0.08
N -1.7496 -0.9003 0.9463  -0.12
N 0.9102 -0.3903 -0.5638  -0.13
C -3.1968 -0.7928 0.9030  -0.17
C -1.2837 1.4352 1.9351  -0.08
C -0.9628 0.4209 0.8361  -0.40
C 0.5372 0.1901 0.7122  -0.28
C 2.2768 -1.0779 -0.5389  -0.09
H -3.8833 -1.5824 1.1373  0.05
H -3.6028 0.1507 1.4548  0.09
H 2.1422 -2.1062 -0.1807  0.07
H 3.0374 -0.6420 0.0245  0.05
H 3.8749 0.8832 -3.4778  0.07
H 2.5357 -1.1722 -1.6305  0.07
H 1.1298 1.2559 0.8762  0.16
H 0.8710 -0.3767 1.6305  0.12
H -1.4034 -1.3152 1.8491  0.12
H -2.2952 1.5459 2.0339  0.02
H 0.0546 -0.8493 -0.9766  0.12
H -1.3688 0.9831 -0.0819  0.16
H -0.9236 2.5024 1.5624  0.13
H -3.3871 -0.7846 -0.2949  0.12
H -0.7603 1.3415 2.7828  0.03
H 2.4815 0.4617 -2.9869  -0.02



[3]
C52H39MgN2OP2S5 | ωB97M-V/def2-TZVPD

- charge = -1
- LUMO energy (eV) = 2.254
- M (Da) = 954.5

Each line ends with the Löwdin charge.
Atoms and positions in Å:
S -2.8469 -1.2579 -3.7508  1.08
S 4.3533 2.6165 -1.9748  0.53
S 1.1752 4.1551 -0.0090  0.98
S -2.8999 4.1321 1.9045  1.04
S -2.8071 3.2898 -2.9446  1.08
P 1.3076 -0.6468 0.0036  1.07
P 2.2078 -2.3497 2.5520  1.06
Mg 0.1331 1.6646 -1.2851  0.53
O -1.2681 2.5733 -0.3741  -0.30
N 1.9594 2.9040 -0.8582  -0.39
N -1.8654 0.3547 -1.9918  0.06
C -1.7229 4.6790 0.7693  -0.46
C -4.4464 3.7460 -3.1667  -0.41
C 0.0537 1.8409 3.6759  -0.08
C 1.4828 -4.0237 2.2540  -0.38
C -3.8105 -0.8886 -2.3557  -0.47
C -3.9002 4.7380 -1.1555  -0.14
C 0.0562 -1.9582 -0.3007  -0.37
C 2.2190 0.0542 -4.8855  -0.09
C -0.5565 -3.6657 -1.9051  -0.09
C 1.2741 -0.7977 -5.4485  -0.11
C 1.3803 1.7556 3.2769  -0.08
C 0.2545 -2.6138 -1.5170  -0.12
C -1.5113 6.1701 2.5463  -0.19
C 0.1883 -6.4823 1.9780  -0.10
C 4.1125 -2.9652 4.4477  -0.11
C -2.7055 4.1453 -1.4456  -0.41
C -3.7397 0.5383 -0.4016  -0.01
C 0.1223 4.7577 -2.3971  -0.11
C 3.8713 -2.9583 3.0746  -0.37
C 2.6452 4.6194 -2.4609  -0.16
C -1.4831 3.9390 -0.5506  -0.61
C 1.7306 0.9709 2.1949  -0.13
C -5.6302 -0.9103 -0.8269  -0.11
C -0.5830 0.4528 1.8199  -0.11
C 1.4402 5.0606 -2.8951  -0.10
C -4.9853 0.0532 -0.0498  -0.08
C -0.9696 -2.3976 0.5305  -0.09
C -1.0771 5.7782 1.2518  -0.15
C 0.0214 -0.8636 -4.8783  -0.09
C -5.0607 -1.3728 -2.0015  -0.10
C 1.1253 -6.0737 1.0403  -0.09
C 5.3264 -3.4005 4.9569  -0.10
C 4.8782 -3.3918 2.2165  -0.09
C -3.1234 0.0344 -1.5451  -0.31
C -0.1586 4.4284 -1.1196  -0.44
C -0.9205 1.1790 2.9502  -0.08
C -1.5632 -0.2198 -3.1032  -0.52
C 2.6334 -1.6876 0.8634  -0.48
C 1.7764 -4.8584 1.1816  -0.09
C -1.8087 -3.4239 0.1241  -0.08
C 0.6403 0.8166 -3.1701  -0.11
C -0.2796 -0.0783 -3.7570  -0.29
C -4.8982 4.5126 -2.1419  -0.19
C -1.6038 -4.0629 -1.0876  -0.09
C 6.3208 -3.8339 4.0929  -0.10
C 0.7505 0.2911 1.4670  -0.43
C 2.8947 3.4062 -1.6790  -0.99
C -0.0853 -5.6748 3.0709  -0.10
C -2.5034 5.3754 3.0207  -0.42
C 6.0932 -3.8266 2.7245  -0.09
C 1.8978 0.8361 -3.7839  -0.13
C 0.5585 -4.4551 3.2044  -0.12
H -1.1088 -1.9580 1.5077  0.09
H -3.0169 5.4291 3.9667  0.05
H 7.2718 -4.1726 4.4839  0.10
H -1.9560 1.2409 3.2489  0.10
H -3.2386 1.3176 0.1590  0.09
H 2.5029 -4.5635 0.4352  0.10
H 3.5199 5.0077 -2.9672  0.07
H -0.2161 2.4451 4.5334  0.10
H 4.7265 -3.3875 1.1447  0.09
H -0.8125 -5.9888 3.8097  0.10
H 2.9402 -2.4617 0.1598  0.03
H 3.3346 -2.6138 5.1156  0.09
H -6.5962 -1.2913 -0.5199  0.09
H 2.7707 0.9167 1.8944  0.11
H -1.3576 0.0269 1.2022  0.08
H -5.5698 -2.0971 -2.6243  0.10
H 6.8684 -4.1628 2.0470  0.10
H 1.0522 -2.2767 -2.1720  0.10
H 3.4800 -1.0150 1.0217  0.04
H -0.6986 4.9204 -3.0876  0.08
H -4.0698 5.3297 -0.2703  0.09
H 3.2163 0.1105 -5.3083  0.10
H -2.6220 -3.7391 0.7656  0.10
H 2.1459 2.3038 3.8111  0.10
H -0.7371 -1.5217 -5.2927  0.07
H -1.0837 7.0012 3.0881  0.10
H -5.4701 0.4298 0.8420  0.10
H -0.2954 6.2899 0.7090  0.10
H 5.4988 -3.3971 6.0259  0.10
H 0.3280 -3.8098 4.0449  0.09
H 1.4460 5.7406 -3.7427  0.10
H -0.3859 -4.1626 -2.8522  0.10
H -2.2614 -4.8665 -1.3963  0.10
H 2.6701 1.4704 -3.3845  0.00
H -0.3287 -7.4256 1.8540  0.10
H -4.9821 3.4153 -4.0415  0.06
H 1.5228 -1.4052 -6.3107  0.09
H 1.3474 -6.7037 0.1880  0.10
H -5.9058 4.8948 -2.0637  0.09



| no. | gap between HOMO and LUMO (eV) | largest force on an atom (eV/Å) |
| --- | --- | --- |
| 1 | 10.753 | 1.5 |
| 2 | 9.441 | 5.4 |
| 3 | 6.788 | 1.0 |